[1]
Formula: C39H36CoN8O11
Source: the OMol25 dataset
Level of theory: ωB97M-V/def2-TZVPD

- Charge: -2
- 2S+1: 2
- Gap between HOMO and LUMO (alpha / beta): 6.265 / 6.384 eV
- Highest occupied orbital energy (alpha / beta): -0.081 / -0.085 Eh
- E_tot: -113097.3787 eV
- ⟨S²⟩: 0.8748

Positions of all 95 atoms, in Å:
Co: 0.3699 -0.0096 0.7358
C: -0.4617 3.3798 -1.9007
C: -1.0589 2.1795 -2.5848
C: -2.2273 2.3595 -3.3184
C: -2.9054 1.3018 -3.9009
C: -2.3891 0.0222 -3.7273
C: -1.2256 -0.2003 -3.0156
C: -0.6742 -1.5888 -2.8802
C: -0.5028 0.8792 -2.4397
N: 0.6108 0.5526 -1.7269
C: 1.7783 1.2464 -1.7091
O: 2.1335 2.1111 -2.8653
C: 2.0411 2.0341 -0.4164
C: 2.7151 3.2470 -0.4208
C: 2.8426 3.9564 0.7638
C: 2.3008 3.4348 1.9238
C: 1.6355 2.2218 1.8590
N: 1.5014 1.5511 0.7072
C: 1.0024 1.6410 3.1106
O: 1.1215 2.2868 4.1675
N: 0.3972 0.4963 2.8822
C: -0.3260 -0.1383 3.9021
C: -1.5005 0.4289 4.4271
C: -1.9230 1.8118 4.0244
C: -2.2592 -0.2908 5.3390
C: -1.8777 -1.5586 5.7523
C: -0.7026 -2.0986 5.2597
C: 0.0864 -1.4017 4.3518
C: 1.4029 -1.9820 3.9102
H: -1.1737 4.2086 -1.9133
H: 0.4600 3.7146 -2.3772
H: -0.2175 3.1534 -0.8622
H: -2.6272 3.3659 -3.4090
H: -3.8123 1.4684 -4.4694
H: -2.8981 -0.8297 -4.1657
H: -1.4042 -2.3303 -3.2079
H: -0.3995 -1.7890 -1.8475
H: 0.2370 -1.7018 -3.4730
H: 3.1115 3.6278 -1.3497
H: 3.3509 4.9131 0.7723
H: 2.3594 3.9254 2.8846
H: -1.3049 2.5535 4.5358
H: -2.9732 1.9838 4.2673
H: -1.7729 1.9621 2.9578
H: -3.1722 0.1495 5.7257
H: -2.4926 -2.1184 6.4463
H: -0.3817 -3.0838 5.5795
H: 1.3064 -3.0370 3.6502
H: 2.1319 -1.9057 4.7215
H: 1.8040 -1.4458 3.0551
O: 3.1905 -2.9064 0.6719
C: 2.0881 -2.3659 0.7250
O: 1.9155 -1.1032 0.6399
C: 0.8679 -3.2660 0.8708
C: 1.1251 -4.6129 0.9213
C: 0.0958 -5.5500 1.0267
C: -1.2178 -5.1312 1.0750
C: -1.5017 -3.7827 1.0575
C: -0.4839 -2.7616 0.9524
O: -0.7875 -1.5294 0.8986
N: -2.9132 -3.4479 1.1565
O: -3.2360 -2.3856 1.6752
O: -3.7287 -4.2851 0.7578
N: 0.3925 -6.9599 1.0935
O: 1.5732 -7.3096 1.0966
O: -0.5486 -7.7552 1.1614
H: 2.1577 -4.9278 0.8696
H: -2.0245 -5.8447 1.1392
C: -3.8008 0.2444 0.2856
N: -3.4591 1.6519 0.2777
C: -4.5207 2.6081 0.1142
C: -2.1852 2.0386 0.4103
O: -1.2323 1.2888 0.5221
H: -4.5649 0.0503 1.0387
H: -2.9171 -0.3365 0.5334
H: -4.1687 -0.0612 -0.6947
H: -5.0088 2.4774 -0.8550
H: -4.1185 3.6192 0.1678
H: -5.2689 2.4834 0.9019
H: -2.0573 3.1336 0.3975
N: 3.7010 3.2446 -5.0733
C: 4.1397 1.9702 -5.3638
O: 4.7299 1.7295 -6.4102
C: 3.8464 0.9874 -4.3187
C: 3.9168 -0.3434 -4.5520
C: 3.5043 -1.3145 -3.5892
C: 2.9567 -0.8779 -2.4235
N: 3.0194 0.4191 -2.0474
C: 3.4203 1.4578 -2.9677
H: 3.7380 3.8879 -5.8476
H: 2.9264 3.3408 -4.4341
H: 4.2535 -0.6659 -5.5305
H: 3.5286 -2.3676 -3.8195
H: 2.4531 -1.5282 -1.7269
H: 4.1673 2.1293 -2.5155

Cartesian forces, eV/Å:
-0.16 -0.12 0.14
0.10 -0.03 -0.07
0.03 0.00 0.02
-0.07 0.00 0.01
0.01 0.02 0.01
-0.08 0.00 0.01
-0.03 -0.04 -0.06
-0.03 0.04 0.01
-0.15 0.08 -0.09
0.15 -0.01 0.32
-0.22 -0.18 0.17
-0.07 0.16 -0.01
-0.08 0.11 0.05
0.17 0.02 0.09
-0.04 -0.11 -0.07
0.05 0.02 -0.01
0.02 -0.07 -0.09
0.30 0.50 -0.12
-0.05 -0.05 0.06
0.02 0.09 0.10
-0.07 -0.03 -0.35
-0.01 -0.09 0.16
0.02 0.04 -0.04
0.02 0.00 0.06
-0.02 -0.05 0.04
0.00 0.02 -0.03
-0.02 0.01 -0.01
0.05 0.01 -0.04
-0.03 0.01 0.02
0.01 0.02 0.00
0.04 0.03 -0.01
0.05 0.01 0.00
0.00 0.02 -0.01
-0.02 -0.01 0.00
-0.03 -0.03 -0.01
-0.01 -0.03 -0.02
0.02 -0.07 0.13
0.05 0.00 0.01
-0.04 0.03 0.01
0.02 0.01 0.00
-0.02 -0.02 0.01
-0.01 0.01 -0.02
-0.02 0.00 0.01
0.00 0.00 -0.08
-0.03 0.02 0.00
-0.01 -0.01 0.02
0.02 -0.04 0.02
0.00 -0.02 0.02
0.03 0.00 0.01
0.00 0.01 0.02
0.10 -0.10 0.00
-0.07 0.09 -0.10
0.40 -0.25 -0.07
-0.05 -0.02 -0.02
0.01 0.06 -0.03
-0.02 0.04 -0.01
-0.12 0.00 0.00
0.12 -0.02 -0.03
0.02 0.35 -0.02
-0.22 -0.49 -0.18
-0.40 0.26 0.37
0.13 -0.74 -0.40
0.27 0.47 0.12
0.15 -0.34 0.13
-0.69 0.10 -0.05
0.51 0.30 -0.07
0.00 0.03 0.00
0.02 0.01 0.01
0.06 -0.10 -0.02
0.06 -0.01 0.14
-0.02 0.01 -0.05
0.05 -0.09 -0.18
-0.25 0.18 0.15
-0.04 0.00 0.03
0.02 0.00 -0.01
-0.02 -0.01 -0.08
0.00 0.01 -0.02
0.00 0.01 -0.01
-0.01 0.02 0.00
-0.02 -0.06 0.04
0.08 0.10 -0.06
-0.09 0.00 -0.09
0.05 0.00 -0.03
0.00 -0.17 0.06
0.02 0.13 0.04
0.03 -0.01 0.04
0.04 0.01 0.01
0.12 0.02 -0.11
0.03 0.02 0.05
-0.01 -0.04 0.03
-0.06 0.01 0.03
0.00 0.02 -0.04
-0.01 -0.03 0.01
-0.06 -0.03 0.09
0.03 -0.04 -0.07

=====

[2]
Formula: C39H36NO2P
Source: the OMol25 dataset
Level of theory: ωB97M-V/def2-TZVPD

- Gap between HOMO and LUMO: 6.195 eV
- Highest occupied orbital energy: -0.286 Eh
- E_tot: -55900.0405 eV

Positions of all 79 atoms, in Å:
C: 0.4178 -1.5528 6.5517
C: 0.6386 -1.2099 5.1070
C: 0.3837 0.0874 4.6428
C: 0.5984 0.4204 3.3095
C: 1.1120 -0.5402 2.4074
P: 1.5407 0.0468 0.7181
C: 3.2389 0.6723 1.0600
C: 3.9575 1.2264 -0.0243
C: 5.2901 1.5946 0.1309
C: 5.9383 1.4374 1.3631
C: 7.3848 1.8106 1.5062
C: 5.2148 0.9341 2.4466
C: 3.8739 0.5816 2.3110
C: 1.9973 -1.5697 -0.0278
C: 0.9432 -2.3560 -0.5467
C: 1.1855 -3.6559 -0.9789
C: 2.4799 -4.1921 -0.9481
C: 2.7270 -5.6011 -1.4025
C: 3.5304 -3.3934 -0.4910
C: 3.3020 -2.0908 -0.0523
C: 1.3065 -1.8550 2.8630
C: 1.0934 -2.1729 4.2031
H: 0.6302 -2.6100 6.7321
H: 1.0647 -0.9572 7.2080
H: -0.6190 -1.3580 6.8514
H: 0.0156 0.8391 5.3467
H: 0.3862 1.4317 2.9563
H: 3.4701 1.3487 -0.9944
H: 5.8505 2.0051 -0.7143
H: 7.7241 1.6484 2.5327
H: 8.0186 1.2146 0.8378
H: 7.5486 2.8657 1.2558
H: 5.7102 0.8169 3.4135
H: 3.3313 0.2164 3.1824
H: -0.0667 -1.9421 -0.5884
H: 0.3638 -4.2786 -1.3439
H: 3.7919 -5.8422 -1.3441
H: 2.1788 -6.3226 -0.7838
H: 2.4013 -5.7463 -2.4396
H: 4.5449 -3.7989 -0.4758
H: 4.1462 -1.4892 0.2827
H: 1.6390 -2.6354 2.1789
H: 1.2828 -3.1899 4.5550
O: -5.5735 3.4625 1.7121
C: -6.0505 2.8725 0.7276
O: -6.7946 3.1743 -0.2236
C: -5.5592 1.3814 0.6175
C: -6.6729 0.3834 0.2224
C: -6.2877 -0.0661 -1.1391
C: -5.0897 0.5595 -1.5305
C: -4.4941 0.2568 -2.7535
C: -5.1066 -0.6891 -3.5867
C: -6.2932 -1.3246 -3.1898
C: -6.8938 -1.0094 -1.9646
N: -4.6460 1.4019 -0.5081
C: -3.5180 2.1287 -0.4746
C: -2.7102 2.3876 -1.5874
C: -1.3261 2.3753 -1.5371
C: -0.5170 2.4650 -2.7159
C: 0.8811 2.2444 -2.6046
C: 1.6889 2.1827 -3.7325
C: 1.1351 2.3825 -5.0092
C: -0.2340 2.6473 -5.1412
C: -1.0559 2.6957 -4.0155
H: -5.0465 1.0970 1.5423
H: -6.6729 -0.4446 0.9414
H: -7.6614 0.8586 0.2350
H: -3.5676 0.7332 -3.0494
H: -4.6533 -0.9350 -4.5479
H: -6.7513 -2.0701 -3.8438
H: -7.8210 -1.4841 -1.6389
H: -3.2569 2.5495 0.5018
H: -3.2042 2.6214 -2.5375
H: -0.8306 2.2439 -0.5744
H: 1.2945 2.0864 -1.6024
H: 2.7537 1.9646 -3.6249
H: 1.7630 2.3222 -5.8962
H: -0.6729 2.8095 -6.1290
H: -2.1225 2.8974 -4.1394

Cartesian forces, eV/Å:
-0.05 -0.07 0.23
0.10 0.09 -0.25
0.01 -0.05 -0.08
0.24 -0.50 -0.17
-0.49 0.01 0.45
0.35 -0.29 0.27
0.39 0.47 0.01
-0.04 -0.18 0.53
-0.10 -0.04 0.05
-0.25 -0.11 -0.05
0.24 0.07 0.04
0.02 0.18 -0.17
-0.08 -0.08 -0.46
-0.07 -0.38 -0.54
0.52 0.09 0.21
0.07 0.08 0.01
-0.07 0.23 0.14
0.05 -0.22 -0.09
-0.16 0.01 -0.14
-0.41 0.01 0.08
0.06 0.42 -0.01
-0.16 0.15 0.02
-0.03 0.14 0.04
-0.11 -0.10 -0.13
0.18 -0.03 -0.05
0.07 -0.20 -0.26
0.11 -0.22 0.11
0.13 -0.09 0.23
-0.21 -0.11 0.24
0.01 0.04 -0.15
-0.12 0.09 0.12
-0.03 -0.17 0.05
-0.16 0.07 -0.26
0.13 0.00 -0.27
0.23 -0.13 0.07
0.22 0.24 0.08
-0.15 -0.03 -0.02
0.09 0.14 -0.10
0.05 0.02 0.17
-0.28 0.13 -0.03
-0.25 -0.15 0.02
0.01 0.25 0.16
-0.09 0.28 -0.12
-0.22 0.25 -0.57
-0.35 -0.16 0.19
0.26 0.39 0.51
-0.89 -0.31 0.74
0.12 0.17 0.72
0.51 -0.12 -0.50
-1.00 -0.88 -1.04
-0.04 -0.13 -0.19
-0.20 0.05 0.42
0.09 0.20 0.04
0.30 0.24 -0.03
3.14 1.37 0.05
-2.40 -1.28 1.20
2.36 0.41 -1.25
-2.60 0.29 0.55
1.21 0.16 -1.57
-0.70 0.00 0.10
-0.13 0.11 -0.44
-0.11 -0.08 0.52
-0.03 0.04 0.27
0.46 -0.24 0.47
0.06 0.05 -0.31
-0.13 0.00 -0.23
0.30 0.04 -0.02
-0.16 -0.27 -0.09
-0.11 0.08 0.31
0.15 0.26 0.21
0.28 0.07 -0.18
-0.29 -0.22 -0.15
0.13 -0.41 0.45
-0.03 -0.17 -0.20
-0.11 0.01 -0.41
-0.32 0.12 -0.06
-0.11 0.03 0.21
0.20 -0.04 0.33
0.41 -0.07 -0.03

=====

[3]
Formula: C39H37BIrN3O5P2
Source: the OMol25 dataset
Level of theory: ωB97M-V/def2-TZVPD

- 2S+1: 5
- Gap between HOMO and LUMO (alpha / beta): 6.931 / 5.753 eV
- Highest occupied orbital energy (alpha / beta): -0.231 / -0.276 Eh
- E_tot: -77840.8291 eV
- ⟨S²⟩: 6.0351

Positions of all 88 atoms, in Å:
Ir: 0.4582 -0.3298 0.0497
N: -1.6916 1.9527 -0.3308
P: -0.5645 1.7261 0.9326
C: 0.4346 3.2536 0.9641
C: 1.8229 3.2233 0.8989
C: 2.5448 4.4071 0.9513
C: 1.8855 5.6222 1.0560
C: 0.4974 5.6594 1.1020
C: -0.2244 4.4789 1.0597
C: -1.6010 1.9496 2.3985
C: -2.9817 1.7758 2.3488
C: -3.7448 1.9866 3.4874
C: -3.1339 2.3432 4.6805
C: -1.7530 2.4777 4.7416
C: -0.9860 2.2769 3.6074
P: -1.0950 1.3646 -1.8444
C: -1.6524 2.8438 -2.7968
C: -0.7979 3.9458 -2.7251
C: -1.1743 5.1657 -3.2628
C: -2.4033 5.2928 -3.8964
C: -3.2493 4.1980 -3.9885
C: -2.8794 2.9769 -3.4391
C: -2.3487 0.1069 -2.2790
C: -3.0624 -0.5672 -1.2937
C: -3.9245 -1.5988 -1.6362
C: -4.0683 -1.9750 -2.9641
C: -3.3360 -1.3277 -3.9498
C: -2.4732 -0.2980 -3.6072
H: -2.2596 2.7907 -0.3560
H: 2.3242 2.2671 0.8195
H: 3.6265 4.3827 0.9157
H: 2.4532 6.5426 1.1049
H: -0.0182 6.6080 1.1796
H: -1.3076 4.5099 1.1075
H: -3.4552 1.4850 1.4201
H: -4.8198 1.8652 3.4455
H: -3.7345 2.5136 5.5647
H: -1.2747 2.7358 5.6776
H: 0.0924 2.3740 3.6449
H: 0.1644 3.8388 -2.2333
H: -0.5129 6.0193 -3.1831
H: -2.6999 6.2438 -4.3202
H: -4.2105 4.2961 -4.4773
H: -3.5550 2.1346 -3.5033
H: -2.9329 -0.2909 -0.2535
H: -4.4816 -2.1126 -0.8627
H: -4.7421 -2.7802 -3.2280
H: -3.4315 -1.6321 -4.9846
H: -1.8850 0.1942 -4.3748
O: 1.1818 0.4634 2.0214
N: 0.9757 -0.3153 3.0704
N: -0.0046 -1.2399 2.8152
O: -0.6374 -1.2624 1.6530
C: -0.3555 -2.1557 3.7846
C: 0.3555 -2.2137 4.9927
C: -0.0103 -3.1403 5.9495
C: -1.0755 -4.0067 5.7331
C: -1.7790 -3.9432 4.5353
C: -1.4289 -3.0301 3.5611
H: 1.1772 -1.5294 5.1423
H: 0.5385 -3.1881 6.8812
H: -1.3522 -4.7298 6.4890
H: -2.6121 -4.6120 4.3610
H: -1.9631 -2.9673 2.6246
C: 0.5339 -2.9876 -3.2946
C: 0.5753 -2.7433 -1.7892
C: -0.4342 -3.6191 -1.0483
O: 0.2968 -1.3766 -1.5754
H: 0.6896 -4.0428 -3.5213
H: 1.3047 -2.3933 -3.7883
H: -0.4404 -2.6772 -3.6763
H: 1.5819 -2.9831 -1.4197
H: -1.4232 -3.4932 -1.4939
H: -0.4854 -3.3207 0.0012
H: -0.1410 -4.6674 -1.1085
O: 2.0823 1.0491 -2.1262
B: 2.1323 0.1535 -1.0530
O: 3.3687 -0.4777 -1.0283
C: 4.0561 -0.0229 -2.1245
C: 5.3126 -0.3650 -2.5696
C: 5.7443 0.2383 -3.7488
C: 4.9432 1.1404 -4.4384
C: 3.6812 1.4969 -3.9695
C: 3.2661 0.9050 -2.7974
H: 5.9317 -1.0726 -2.0350
H: 6.7226 -0.0102 -4.1386
H: 5.2994 1.5684 -5.3663
H: 3.0471 2.2010 -4.4917

Cartesian forces, eV/Å:
-0.12 0.30 0.67
0.40 -0.08 0.40
-0.48 0.48 -1.19
0.06 -0.09 0.12
-0.14 -0.09 -0.03
0.09 0.05 -0.04
0.01 -0.02 0.00
-0.02 0.03 -0.02
0.03 -0.02 -0.02
0.18 -0.33 0.13
0.05 0.00 -0.04
-0.05 -0.03 0.05
-0.01 0.00 -0.02
0.01 -0.01 0.06
0.01 0.00 -0.07
-0.65 0.31 -0.12
0.14 -0.12 -0.05
0.04 -0.05 -0.04
0.01 0.04 0.01
-0.01 0.01 -0.02
-0.02 0.00 -0.01
0.00 0.03 0.01
0.07 0.05 -0.07
0.00 0.06 -0.01
-0.01 -0.02 -0.02
-0.04 -0.06 0.05
0.04 0.01 -0.03
0.02 -0.01 0.05
-0.09 -0.03 0.01
0.07 0.04 0.06
-0.01 -0.03 -0.01
0.00 0.00 -0.01
-0.01 -0.01 0.00
0.00 0.02 0.05
-0.01 0.02 0.00
0.01 0.01 -0.02
0.01 -0.02 0.01
0.01 0.01 -0.01
-0.02 0.03 0.05
-0.01 0.03 0.01
0.02 -0.02 -0.02
0.00 0.00 0.01
0.01 -0.01 -0.02
-0.01 -0.02 0.02
-0.04 0.02 -0.02
0.01 -0.01 0.00
0.00 0.01 -0.01
0.00 0.01 0.00
-0.03 -0.01 -0.02
0.19 -1.02 -0.13
1.05 1.13 0.49
-1.10 -0.78 -1.24
0.59 -0.16 0.32
-0.23 -0.16 0.34
0.05 0.22 -0.20
-0.08 -0.08 0.03
0.02 -0.03 0.02
0.02 0.01 0.04
0.08 0.13 -0.14
-0.01 -0.03 0.08
0.02 0.02 -0.01
0.00 0.02 0.00
0.01 0.00 -0.01
-0.03 -0.05 0.02
0.01 0.22 0.22
0.06 -0.68 0.00
0.08 0.30 -0.05
-0.11 0.28 0.33
0.03 0.00 -0.01
-0.01 -0.05 -0.04
-0.02 -0.04 -0.03
-0.03 0.11 0.03
-0.03 -0.02 0.02
0.00 -0.09 0.01
-0.03 -0.02 0.01
0.05 0.16 -0.08
-0.19 0.39 -0.17
0.04 -0.28 0.35
-0.05 0.31 -0.23
-0.04 -0.07 0.12
0.03 0.01 -0.06
0.03 0.00 -0.06
-0.16 0.07 0.13
0.25 -0.29 0.08
-0.04 -0.01 0.01
-0.01 0.00 -0.01
0.03 0.02 0.03
0.02 -0.01 -0.02

=====

What is the formula in the third record?
C39H37BIrN3O5P2